1.
C49H65BBaN12S6 as an isolated structure, computed with ωB97M-V with the def2-TZVPD basis set.

Last column: Mulliken charge in e.
Geometry (Å):
1 C -6.5286 -2.5305 -0.0570  -0.917
2 H -5.8409 1.1205 6.7515  0.423
3 S -0.6017 -2.0142 -2.4534  -0.341
4 H -3.8281 5.3266 -0.3252  0.415
5 H 2.0709 -0.2477 3.5151  0.169
6 H 4.9543 -3.1871 -2.4301  0.403
7 Ba -0.2966 0.0621 -0.1196  -0.370
8 H 0.7354 -4.8771 2.3010  0.392
9 N -5.7696 -0.4659 0.8977  0.220
10 N 2.1960 3.4277 -1.7124  0.216
11 H 2.9294 -4.5513 -1.8901  0.170
12 H -1.7365 0.3776 3.1484  0.531
13 C -4.5623 -0.6349 0.3534  -0.335
14 N 2.1149 2.4810 -3.6817  0.460
15 H -4.4764 -5.8701 3.8716  0.424
16 C 3.1080 -0.1857 3.8465  -1.348
17 C 1.6649 1.7461 -4.8981  1.494
18 H -3.8863 6.0613 2.6554  0.433
19 H 3.9749 -2.1190 -3.4399  0.179
20 H 4.2485 4.0397 -1.7809  0.611
21 H 2.4637 1.1037 -6.7640  0.458
22 C -6.0376 -6.8583 2.7812  -0.388
23 C 0.1120 5.3934 -0.5405  -1.677
24 C 3.4000 2.9643 -3.5003  -0.099
25 C -4.1379 -2.0936 0.1182  0.102
26 C -0.3425 3.8100 0.9435  0.000
27 C 2.8275 1.6356 -5.8854  -2.287
28 H 3.0150 -1.4407 1.4150  0.382
29 H -5.4880 -4.6036 -1.3932  0.410
30 S -0.2831 2.4317 -2.3239  -0.215
31 N 0.6804 -2.4141 0.2873  2.155
32 C -1.1519 5.5855 -0.1396  -0.203
33 N -0.5532 -1.1082 2.3824  1.135
34 N 2.7243 2.9252 0.7693  -0.011
35 H 3.3757 -1.1276 4.3284  0.497
36 B 2.0687 3.8887 -0.2493  1.140
37 H 3.1869 2.6114 -6.2156  0.529
38 H -7.9716 1.6942 5.6376  0.374
39 C -4.6181 -5.1455 1.8634  -0.046
40 H -3.8011 -4.4422 1.9694  0.434
41 C 1.3845 2.7573 -2.5629  0.080
42 S 2.8036 0.5291 -0.5499  0.249
43 C -0.9107 -0.8362 4.7274  -1.159
44 H 5.8397 -0.6139 3.5953  0.451
45 H -2.1431 6.0918 2.9555  0.398
46 S -2.5591 -2.4815 0.2761  0.117
47 H 3.1676 -4.4880 -3.6299  0.418
48 C 5.4714 0.2866 3.1021  -1.851
49 H -7.1264 -3.4286 0.0947  0.489
50 C 3.4416 3.5462 -2.2918  -1.564
51 H 2.7128 4.9113 -0.1802  -0.207
52 C 0.2220 -2.1758 2.6186  1.389
53 N -5.1400 -2.9341 -0.2068  0.197
54 H -4.0155 3.7167 2.9131  0.693
55 H 3.9642 2.5169 3.7503  0.539
56 H 1.2495 -3.1831 -3.8622  0.260
57 H -7.2668 0.9656 1.0743  0.435
58 H 1.6790 -4.7316 0.7971  0.448
59 H 1.0086 -0.2353 -5.4067  0.502
60 H -3.8437 -4.4438 -0.7687  0.507
61 C 3.9523 -2.7739 -2.5662  -0.458
62 H 3.1777 0.6073 4.5912  0.441
63 C -3.0125 3.5499 2.5114  -2.222
64 C -5.2798 -5.2413 0.6391  0.647
65 C -2.9057 5.9948 2.1819  -1.799
66 C 2.9270 -3.8841 -2.7521  -0.495
67 C -6.6344 -1.6170 1.1398  -0.643
68 H -8.1602 1.5488 3.1814  0.387
69 H 4.6443 -1.0751 0.8851  0.449
70 H -7.6489 -1.2469 1.2775  0.573
71 C -6.1375 0.8994 2.9019  0.660
72 H -2.8097 6.8346 1.4949  0.404
73 H -5.6180 1.5930 0.9261  0.280
74 H -4.8305 4.4697 0.8422  0.443
75 C -1.1189 -0.4771 3.4053  -0.620
76 H -7.5070 -7.6693 1.4466  0.380
77 H 3.7073 -2.1688 -1.6924  -0.141
78 H 0.3468 0.3426 -3.8794  0.257
79 C -6.3197 -6.1522 0.5036  -0.251
80 H -3.9013 0.3948 5.3964  0.295
81 C 3.0802 3.4671 1.9836  -1.659
82 C -7.2240 1.2972 3.6671  -0.546
83 H 5.5629 1.1129 3.8065  0.391
84 C -2.7785 4.6421 1.4743  1.424
85 H 0.8769 3.5165 -5.8683  0.400
86 C -5.9252 1.0577 5.6744  -0.547
87 H 6.1092 0.4926 2.2420  0.406
88 C 0.8297 -2.8325 -1.9385  -0.062
89 C -6.2331 0.8284 1.3977  -1.606
90 C -0.0954 -1.9277 4.9833  -0.942
91 H 0.1009 -2.2375 6.0021  0.412
92 C -3.8416 4.4961 0.3803  -1.442
93 C 1.4338 -4.2526 1.7394  -2.192
94 C -4.8362 0.6492 4.9131  -0.393
95 C -4.9405 0.5708 3.5360  0.545
96 C -7.1183 1.3809 5.0502  -0.615
97 H -0.3239 2.6243 -4.9134  0.303
98 H 2.9288 4.5100 2.1957  0.615
99 C 0.8209 -2.9104 1.4679  -0.751
100 H 1.1095 -3.4646 4.1001  0.553
101 C 1.2323 0.3393 -4.5052  -1.465
102 C 3.5861 2.4895 2.7465  -0.168
103 C -4.8959 -4.3442 -0.5115  -1.519
104 H -2.9776 2.5564 2.0736  0.294
105 H -6.3307 -2.1380 2.0531  0.283
106 C 0.4714 -2.6129 3.9223  -0.684
107 S -0.1622 2.4665 1.9994  0.184
108 H 2.0317 -0.1670 -3.9590  0.298
109 H 3.6593 1.0622 -5.4741  0.434
110 C 4.0105 -1.1816 1.7610  -2.070
111 H 2.3506 -4.1724 2.3309  0.298
112 N 1.3054 -3.0733 -0.7245  -1.085
113 C -6.6973 -6.9614 1.5678  -0.601
114 H -6.3284 -7.4865 3.6132  0.380
115 N 3.5595 1.3209 1.9982  0.405
116 H -4.0913 0.2577 2.9401  0.091
117 S -3.5423 0.6071 -0.0406  -0.071
118 H -2.2963 3.5935 3.3275  0.499
119 H 0.2294 1.9836 -6.4704  0.467
120 H 0.7022 5.9277 -1.2631  0.623
121 N 1.5803 -3.3803 -2.9340  -0.090
122 C 0.5350 2.5227 -5.5717  -1.718
123 H 4.3950 -1.9989 2.3777  0.667
124 H -1.8671 6.3278 -0.4361  0.568
125 C 3.0129 1.6027 0.7745  -0.206
126 H -3.6929 3.5691 -0.1730  0.194
127 H -1.3664 -0.2719 5.5293  0.523
128 C 4.0278 0.0591 2.6463  1.364
129 N 0.6152 4.2992 0.1296  0.143
130 H -6.8848 -2.0247 -0.9604  0.289
131 C -4.9975 -5.9483 2.9260  -0.826
132 N -1.4431 4.6104 0.8058  0.421
133 H -6.8366 -6.2361 -0.4462  0.365
134 H 4.1680 2.8686 -4.2403  0.526

LUMO level: -0.4 eV
Net charge: 0
Orbital gap: 6.4125 eV
Maximum force: 0.78 eV Å⁻¹
ΔE to the lowest compared entry with this formula, charge and spin: 0.113 eV
HOMO: -6.770 eV

2.
A 7-piece molecular cluster, C49H69BrF4N9O3P2S2 overall, computed with ωB97M-V with the def2-TZVPD basis set.

Last column: Mulliken charge in e.
Geometry (Å):
1 C -1.8749 -2.5372 -9.9476  -0.539
2 H 2.5203 2.7570 -4.0998  0.521
3 N -0.1385 0.6884 -0.1978  0.347
4 C -2.5682 -4.7152 0.4701  0.352
5 C 2.1018 -2.4174 -0.6676  0.511
6 C -6.6489 -3.6695 1.6359  -0.869
7 H -7.8144 -1.8353 -1.2479  0.357
8 F 5.0998 -1.6215 3.7112  -0.303
9 H -3.8582 -3.1989 6.5937  0.420
10 C -4.3829 -5.6994 8.6025  -0.491
11 C -1.2941 -1.1338 -1.4034  -2.195
12 C 5.6062 8.8715 1.9172  -0.506
13 C -0.9584 1.0799 -2.3727  -2.118
14 H 0.0587 2.4501 1.7136  0.630
15 H -0.7752 1.4712 -0.1621  0.682
16 N 5.8169 3.6195 5.8912  0.084
17 H -0.3167 0.8280 2.1265  0.508
18 C 0.5115 1.4688 1.8737  -1.516
19 C -3.7364 -3.9917 7.3121  -0.455
20 H -1.0361 2.2145 -6.9460  0.268
21 H -1.6420 -4.0107 7.9217  0.404
22 N -7.7193 -0.8190 0.6262  0.263
23 Br 1.4977 -1.2672 2.0768  0.033
24 H 6.2013 9.6906 1.5509  0.397
25 H -8.6974 -3.8099 2.3740  0.443
26 S -1.3417 0.6014 -4.0694  -0.208
27 H -9.4346 0.2204 -1.9373  0.400
28 H -5.0734 -6.4111 9.0206  0.372
29 N -4.7969 -4.7702 7.6880  0.033
30 H -2.8143 2.0372 -6.8625  0.363
31 S 2.5878 3.8395 1.3749  -0.366
32 C 2.1013 -0.1358 0.5223  0.017
33 C 6.5547 3.6228 7.0444  -0.427
34 P 2.1789 0.5252 -3.4498  -0.106
35 C -3.0447 -5.5108 8.8173  -0.412
36 C 5.5880 4.9091 5.4892  -0.200
37 H 3.6796 3.1888 -1.0005  0.367
38 C -7.6388 -3.8825 2.5578  -0.818
39 H 4.1013 -2.9313 -1.3326  0.544
40 C -8.1329 -0.9854 -0.6677  -0.386
41 C -7.0034 -4.2147 3.7844  -0.424
42 C -0.1964 0.0190 -1.5214  1.096
43 C -2.6334 -4.4247 7.9975  -0.460
44 H 6.8381 2.7021 7.5242  0.375
45 H 5.5097 7.4466 0.2053  0.363
46 O 0.6649 3.4704 -0.7419  -0.516
47 C 1.9089 -5.0966 -0.5274  -0.438
48 H -2.2050 -5.7049 0.5893  0.607
49 H -2.6468 -3.2215 -10.2553  0.396
50 C 0.8018 -4.3490 -0.1396  -1.455
51 C -1.5472 -2.1617 -8.6166  -0.420
52 H 1.2425 1.6218 2.6537  0.301
53 F 3.7146 0.0500 3.9180  -0.239
54 O 3.0174 2.4932 -1.1348  -0.480
55 C 4.4406 -0.6201 1.6957  -1.066
56 H -2.4284 -6.0854 9.4875  0.390
57 C 1.2070 -0.4159 -1.9939  0.152
58 C 4.7442 -0.4173 3.1989  0.742
59 H -2.0211 -2.5049 -7.7120  0.425
60 C -2.0686 -1.1581 -0.0850  0.008
61 H 5.4956 2.7988 5.4143  0.151
62 C 6.8034 4.9260 7.3791  -0.729
63 N -5.4434 -3.8534 2.2586  0.162
64 H -9.5973 1.8122 0.2562  0.401
65 H 0.0337 -0.7525 -7.9173  0.403
66 C 1.6989 -0.2625 -5.0474  0.250
67 C -1.8286 2.1239 -4.9058  -0.443
68 C -1.8680 1.7738 -6.4092  -0.818
69 H 0.8473 4.4211 -0.6867  0.454
70 C -0.5078 -1.2738 -8.6892  -0.348
71 C 3.4349 0.3847 1.1119  -1.948
72 H -0.1012 -4.8131 0.2004  0.195
73 H 1.3294 2.8051 -2.8446  0.394
74 H 1.8250 -6.1772 -0.5007  0.444
75 C -9.0346 0.8992 0.1597  -0.500
76 F 1.0294 -1.5965 -2.6791  -0.406
77 C -1.0238 -1.8650 -10.7819  -0.499
78 H -1.9202 1.1440 -1.8637  0.952
79 C -8.9495 0.0663 -0.9883  -0.517
80 C -3.1775 -2.2459 -0.1791  -0.689
81 N 4.5101 6.9529 2.0251  0.120
82 H -0.9337 -2.1240 -1.6644  0.126
83 H -6.6941 -3.4072 0.5919  0.787
84 H -3.6599 -2.2459 -1.1504  0.405
85 H -2.8286 2.4103 -4.6092  0.536
86 C -2.7057 -3.5787 0.1657  -1.132
87 H 6.1907 6.8193 6.3471  0.447
88 H 5.0212 5.1203 4.5998  0.177
89 C 3.6067 -0.6122 -1.2839  -2.503
90 H 4.3238 -1.0463 -0.5999  0.916
91 C 5.2720 7.7476 1.2111  -0.467
92 C -5.6503 -4.1893 3.5656  -0.568
93 H 2.9448 1.0018 -6.3412  0.392
94 H 3.8639 -0.2054 -5.4498  0.466
95 H -1.4523 -1.4279 0.7649  0.163
96 H -3.9012 -1.9843 0.5917  0.384
97 F 5.7757 0.4114 3.3875  -0.269
98 H 3.7936 7.0809 4.0277  0.505
99 H 3.9996 1.0486 0.4711  0.349
100 C 4.3604 7.5542 3.2441  -0.409
101 C 2.9295 -0.0151 -5.9687  -1.478
102 N 3.0726 -4.6106 -0.9358  -0.690
103 H -1.7628 0.6976 -6.5378  0.120
104 H -0.5618 2.0834 -2.2508  0.476
105 H 4.2401 -1.6560 1.4556  0.577
106 O 5.6753 -0.3517 0.9981  -0.616
107 H -2.0811 -0.9448 -2.1261  1.209
108 H 4.1206 6.0640 1.7744  0.224
109 C 5.0278 8.7478 3.2105  -0.622
110 C -8.2669 0.3246 1.1376  -0.488
111 H -1.1290 2.9390 -4.7654  0.375
112 H 0.8884 2.3426 -4.5039  0.287
113 H 0.5341 -0.5054 -10.3593  0.193
114 H 3.8224 0.4403 -1.3180  0.173
115 H -5.7349 -4.6737 7.3470  0.201
116 C 0.9240 -2.9761 -0.2173  0.313
117 H 2.8785 -0.7237 -6.7897  0.408
118 H -8.0657 0.6297 2.1501  0.393
119 H 3.8206 -1.1079 -2.2136  0.944
120 H 5.0971 9.4535 4.0207  0.422
121 H -7.1086 -1.4446 1.1224  0.170
122 H -4.5479 -3.7528 1.8153  0.217
123 P 1.8663 2.6989 -0.0411  0.309
124 H -0.9382 -1.8650 -11.8546  0.391
125 H 1.5865 -1.3353 -4.9749  0.503
126 H -7.4870 -4.4457 4.7185  0.394
127 H -2.6064 -0.2289 0.0603  0.555
128 C 1.6329 2.2530 -3.7223  -1.276
129 H 3.1530 1.0166 1.9468  1.104
130 H 7.3632 5.2589 8.2364  0.382
131 H -4.8202 -4.3797 4.2255  0.493
132 H 6.2465 -1.1227 1.0817  0.447
133 C 1.0906 1.0638 0.4803  0.290
134 H 0.8720 0.2545 -5.5129  -0.174
135 H 0.0951 -2.3676 0.0920  0.650
136 N -0.1931 -1.1005 -10.0097  0.010
137 C 3.1391 -3.2693 -0.9983  -0.684
138 C 6.1896 5.7432 6.3906  -0.264
139 N 2.2136 -0.9117 -0.8066  1.973

LUMO level: -3.0 eV
Net charge: +1
Orbital gap: 6.4672 eV
Maximum force: 2.43 eV Å⁻¹
HOMO: -9.493 eV

Q: What is the LUMO level in the first record?
A: -0.4 eV

Q: Which of these has the highest maximum force?
A: C49H69BrF4N9O3P2S2